No. 1
{
  "formula": "C2Br4",
  "method": "ωB97M-V/def2-TZVPD",
  "species": ["C", "C", "Br", "Br", "Br", "Br"],
  "xyz": [[-0.495, 0.543, 0.372], [0.741, -0.475, -0.608], [-1.571, 1.695, -0.572], [0.086, 1.148, 2.001], [1.486, -1.660, 0.592], [0.067, -1.066, -2.212]],
  "atomic_forces_ev_per_a": [[3.230, -2.390, -2.902], [-3.752, 2.911, 3.131], [-0.291, 0.123, -0.421], [0.227, 0.035, 0.588], [0.580, -0.541, -0.003], [0.004, -0.138, -0.394]],
  "lowdin_charge": [-1.3225, -1.2620, 0.6482, 0.6502, 0.6348, 0.6513],
  "e_above_lowest_ev": 0.941,
  "energy_ha": -10372.11048,
  "homo_energy_ev": [-8.60, -8.79],
  "spin_multiplicity": 1
}



No. 2
{
  "formula": "C22H56AsF9N7O10S",
  "method": "ωB97M-V/def2-TZVPD",
  "species": ["C", "C", "O", "N", "H", "H", "C", "H", "H", "H", "H", "H", "H", "C", "C", "O", "N", "H", "H", "C", "H", "H", "H", "H", "H", "H", "C", "C", "O", "N", "H", "H", "C", "H", "H", "H", "H", "H", "H", "C", "C", "O", "N", "H", "H", "C", "H", "H", "H", "H", "H", "H", "C", "C", "O", "N", "H", "H", "C", "H", "H", "H", "H", "H", "H", "C", "C", "O", "N", "H", "H", "C", "H", "H", "H", "H", "H", "H", "C", "C", "O", "N", "H", "H", "C", "H", "H", "H", "H", "H", "H", "C", "F", "F", "F", "S", "O", "O", "O", "As", "F", "F", "F", "F", "F", "F"],
  "xyz": [[-24.358, 0.344, -1.865], [-25.016, 1.411, -2.714], [-24.561, 2.491, -2.998], [-26.416, 1.129, -3.127], [-26.598, 0.162, -3.498], [-26.969, 1.101, -2.214], [-26.946, 2.213, -3.909], [-23.315, 0.309, -2.122], [-24.936, -0.619, -1.895], [-24.495, 0.654, -0.834], [-26.842, 3.234, -3.443], [-27.946, 2.019, -4.185], [-26.346, 2.260, -4.848], [-21.765, 7.368, -2.107], [-20.745, 6.447, -1.588], [-20.487, 5.367, -2.031], [-20.098, 6.822, -0.239], [-19.908, 7.882, -0.266], [-20.797, 6.699, 0.503], [-18.870, 6.073, 0.231], [-21.972, 8.127, -1.410], [-22.752, 6.854, -2.185], [-21.625, 7.813, -3.059], [-18.431, 6.520, 1.081], [-18.099, 6.089, -0.570], [-19.172, 5.073, 0.397], [-15.596, 2.615, 5.958], [-15.291, 3.806, 6.704], [-14.700, 3.998, 7.698], [-16.071, 5.133, 6.060], [-15.925, 5.107, 5.071], [-17.069, 5.062, 6.143], [-15.547, 6.416, 6.561], [-16.547, 2.596, 5.402], [-15.675, 1.886, 6.739], [-14.723, 2.255, 5.414], [-14.469, 6.419, 6.395], [-15.674, 6.457, 7.657], [-16.007, 7.251, 6.026], [-15.003, 3.459, -5.581], [-16.449, 3.721, -5.859], [-17.385, 4.005, -5.182], [-16.751, 3.953, -7.508], [-15.990, 3.429, -7.883], [-17.656, 3.584, -7.906], [-16.616, 5.402, -7.864], [-14.483, 2.628, -6.146], [-14.889, 3.473, -4.481], [-14.606, 4.382, -5.889], [-15.774, 5.762, -7.282], [-17.508, 5.995, -7.454], [-16.533, 5.603, -8.888], [-17.734, 12.204, -0.966], [-17.763, 11.713, 0.460], [-17.245, 10.784, 0.969], [-18.773, 12.486, 1.408], [-18.983, 13.346, 0.942], [-19.683, 11.907, 1.418], [-18.157, 12.603, 2.794], [-18.654, 12.776, -1.131], [-17.679, 11.388, -1.660], [-16.838, 12.784, -1.112], [-18.431, 13.560, 3.141], [-17.083, 12.515, 2.566], [-18.592, 11.787, 3.406], [-19.258, 11.758, 8.024], [-19.678, 10.344, 8.274], [-19.489, 9.758, 9.296], [-20.460, 9.691, 7.132], [-20.807, 10.459, 6.554], [-20.002, 9.195, 6.361], [-21.586, 8.863, 7.610], [-20.073, 12.233, 7.406], [-18.271, 11.881, 7.565], [-19.255, 12.223, 8.996], [-22.302, 8.664, 6.797], [-22.111, 9.386, 8.452], [-21.296, 7.901, 8.027], [-27.693, 9.024, -0.795], [-27.073, 10.395, -0.459], [-26.012, 10.635, -0.027], [-28.178, 11.468, -0.665], [-28.939, 11.040, -1.257], [-28.693, 11.544, 0.205], [-27.662, 12.863, -1.146], [-28.394, 9.198, -1.541], [-27.929, 8.501, 0.118], [-26.947, 8.319, -1.227], [-26.840, 12.732, -1.819], [-27.230, 13.329, -0.240], [-28.504, 13.461, -1.458], [-22.577, 10.645, -0.543], [-23.384, 11.585, -0.049], [-23.356, 9.593, -1.035], [-21.914, 11.131, -1.591], [-21.424, 9.893, 0.782], [-20.126, 9.928, 0.115], [-21.511, 10.819, 1.901], [-22.027, 8.550, 0.948], [-18.560, 7.321, 3.911], [-19.916, 8.229, 4.647], [-18.705, 6.344, 5.347], [-17.181, 6.405, 3.452], [-18.526, 8.366, 2.474], [-17.405, 8.385, 4.765], [-19.585, 6.305, 3.037]],
  "atomic_forces_ev_per_a": [[-1.946, -0.258, -0.350], [2.401, 1.046, 0.584], [-0.837, -1.913, 0.307], [-1.624, -1.102, 2.430], [0.515, 0.993, -0.116], [0.727, -0.084, -0.995], [0.787, 2.313, -2.329], [0.330, -0.370, 0.013], [0.986, 0.608, -0.375], [0.302, 0.303, 0.293], [-0.111, -1.522, -0.069], [-1.171, -0.240, -0.095], [-0.508, 0.003, 0.652], [-1.617, -0.388, 0.630], [0.331, -2.208, -0.118], [0.296, 0.893, 0.391], [0.799, 1.816, 0.088], [-0.337, -1.304, 0.362], [-0.267, 0.498, -0.131], [0.465, 0.226, -2.672], [0.060, 0.958, 0.744], [0.870, -0.173, 0.026], [0.784, 0.148, -0.950], [-0.113, 0.605, 0.829], [-0.721, -0.035, 0.352], [-0.159, -0.991, 0.299], [-0.366, -1.416, -0.357], [-0.604, 2.149, 0.955], [-0.158, 0.072, -0.822], [1.283, -0.572, 0.441], [0.186, -0.089, -1.047], [-0.849, -0.043, 0.421], [0.507, 0.293, 0.900], [0.674, 0.318, -0.033], [-0.227, -0.775, 0.489], [-0.085, 0.270, -0.468], [-0.090, 0.030, -0.116], [-0.210, 0.094, -0.612], [-0.039, -0.288, 0.272], [-0.656, -1.077, 0.256], [-2.700, 0.784, 0.137], [1.870, -0.776, -0.927], [-0.684, -0.049, 0.414], [0.570, -0.494, -1.122], [1.091, 0.115, 0.993], [-1.415, 0.996, 2.992], [-0.860, 0.821, 0.823], [0.026, -0.596, -0.606], [1.198, 1.312, -0.630], [0.336, 0.238, -0.410], [1.080, -1.196, -0.614], [0.305, -0.141, -1.504], [-0.747, 0.251, 1.069], [-0.802, -1.210, -0.001], [0.279, 0.522, -0.351], [-0.456, -1.881, -0.491], [-0.219, 0.967, 0.155], [1.231, 0.674, 0.069], [-0.194, -1.107, -1.329], [0.421, 0.080, -0.339], [-0.069, -0.587, -0.077], [0.231, 0.579, -0.039], [-0.121, 0.978, 0.720], [-0.449, -0.015, 1.007], [0.696, 0.542, -0.369], [-1.471, 0.283, -0.911], [1.745, -0.299, 1.612], [-0.756, 0.011, -1.703], [-0.747, 0.327, -0.714], [-0.510, 0.252, 0.409], [1.159, -0.734, 0.297], [-1.908, -0.195, 1.126], [1.076, -0.058, 0.466], [-0.254, -0.262, -0.062], [0.145, 0.287, 0.268], [0.459, 0.290, 0.205], [0.487, -0.261, -0.955], [0.631, 0.160, -0.203], [3.182, 0.181, 0.328], [-0.833, -2.228, -0.013], [-0.225, 0.902, -0.131], [-0.266, 0.449, -1.206], [1.169, 0.804, 0.048], [0.157, 0.443, 0.745], [-0.060, -0.529, 2.311], [-1.908, -0.403, -0.857], [-0.984, 0.177, 0.330], [-0.059, 0.890, 0.132], [-0.049, -0.219, -0.752], [-0.311, -0.256, -0.452], [-0.086, -0.064, -0.458], [-0.673, -1.195, -0.040], [0.445, -0.494, -0.329], [0.401, 1.591, 0.462], [-0.061, 0.084, 0.350], [-1.594, -0.473, 0.080], [0.166, -0.556, -0.150], [0.289, -0.387, -0.469], [1.235, 1.710, 0.056], [0.721, 2.379, 1.172], [0.438, 0.171, -0.607], [0.265, -0.393, 0.073], [0.303, -0.402, -0.520], [0.101, -0.545, 1.195], [-1.114, -0.292, -0.527], [-0.933, -0.744, -0.260]],
  "lowdin_charge": [0.0458, -0.3853, 0.1582, 0.0585, 0.2236, 0.2283, -0.0257, 0.1022, 0.1170, 0.1069, 0.1368, 0.1002, 0.1333, 0.0320, -0.3522, 0.1645, 0.0891, 0.1505, 0.1528, 0.0143, 0.0170, 0.1334, 0.1049, 0.0379, 0.1211, 0.0909, 0.0278, -0.3300, 0.2287, 0.0699, 0.1279, 0.1303, -0.0137, 0.1147, 0.1115, 0.1266, 0.1119, 0.1177, 0.0735, 0.0439, -0.2966, 0.1779, 0.0734, 0.1348, 0.2011, -0.0002, 0.1441, 0.1256, 0.0778, 0.0928, 0.1376, 0.0877, 0.0487, -0.3797, 0.1704, 0.0809, 0.1481, 0.1462, 0.0412, 0.0983, 0.0976, 0.1075, 0.0856, 0.1111, 0.1125, 0.0365, -0.3734, 0.2025, 0.0772, 0.1631, 0.1367, -0.0014, 0.1094, 0.1114, 0.1053, 0.1138, 0.1301, 0.1096, 0.0470, -0.3541, 0.2016, 0.0865, 0.1842, 0.1785, 0.0665, 0.0570, 0.1080, 0.1149, 0.0953, 0.1159, 0.1056, -0.5830, 0.1318, 0.0356, 0.1345, 0.5348, -0.3398, -0.3106, -0.3232, 0.7738, -0.2777, -0.2521, -0.2306, -0.2556, -0.2774, -0.2092],
  "e_above_lowest_ev": 0.000,
  "energy_ha": -5538.64866,
  "homo_energy_ev": -19.16,
  "charge": 5,
  "spin_multiplicity": 1
}



No. 3
{
  "formula": "C3H6O3S",
  "method": "ωB97M-V/def2-TZVPD",
  "species": ["C", "C", "C", "O", "O", "O", "S", "H", "H", "H", "H", "H", "H"],
  "xyz": [[1.669, -1.478, 0.642], [0.948, -0.518, 0.076], [-1.546, 1.198, -0.362], [-1.274, -1.833, -0.843], [-1.313, -0.790, 1.439], [-1.301, 1.816, 0.833], [-0.869, -0.765, 0.045], [2.758, -1.465, 0.481], [1.153, -2.387, 0.993], [1.092, 0.329, -0.413], [-0.897, 1.677, -1.197], [-2.499, 1.170, -0.605], [-1.256, 1.116, 1.499]],
  "atomic_forces_ev_per_a": [[1.240, -2.090, 0.459], [-3.158, -1.098, 1.984], [5.487, 3.540, 0.451], [-0.957, -0.734, 0.467], [-0.202, 0.119, -0.230], [0.217, 0.084, -0.326], [2.014, -1.467, -1.913], [-0.569, -0.468, -0.208], [0.725, 0.667, 0.381], [1.152, 3.722, -1.774], [-0.866, -1.262, 1.253], [-4.733, -1.091, -1.183], [-0.352, 0.079, 0.639]],
  "lowdin_charge": [-0.0771, -0.2798, -0.1614, -0.3057, -0.2895, -0.0491, 0.7686, 0.0635, 0.0712, 0.0081, 0.1421, 0.0414, 0.0678],
  "e_above_lowest_ev": 4.048,
  "energy_ha": -741.51462,
  "homo_energy_ev": [-5.11, -10.08],
  "spin_multiplicity": 3
}



No. 4
{
  "formula": "C10H22BN4O5",
  "method": "ωB97M-V/def2-TZVPD",
  "species": ["O", "B", "O", "O", "N", "C", "N", "C", "N", "N", "H", "H", "H", "H", "H", "H", "C", "C", "C", "O", "C", "H", "H", "H", "H", "H", "H", "H", "H", "C", "C", "C", "O", "C", "H", "H", "H", "H", "H", "H", "H", "H"],
  "xyz": [[-6.103, 1.030, 1.966], [-5.777, 0.753, 0.553], [-6.949, 0.644, -0.385], [-4.424, 0.525, -0.007], [-3.462, 0.792, 0.897], [-3.064, -0.045, 1.923], [-3.630, -1.434, 2.181], [-2.922, -1.943, 3.418], [-1.971, -0.836, 3.817], [-1.998, 0.281, 2.964], [-6.165, 2.016, 2.135], [-7.136, -0.361, -0.370], [-2.949, 1.717, 0.836], [-3.148, -2.999, 3.871], [-1.370, -0.940, 4.667], [-1.422, 1.172, 3.020], [1.254, 1.349, -1.585], [0.151, 2.354, -1.793], [-0.880, 1.907, -0.780], [-0.162, 1.316, 0.312], [1.202, 1.126, -0.089], [2.232, 1.692, -1.931], [1.011, 0.417, -2.110], [0.512, 3.358, -1.540], [-0.237, 2.377, -2.815], [-1.543, 1.142, -1.198], [-1.493, 2.735, -0.412], [1.812, 1.864, 0.443], [1.535, 0.125, 0.198], [3.905, -2.289, -2.136], [5.266, -1.657, -1.998], [5.031, -0.633, -0.910], [4.003, -1.158, -0.059], [3.411, -2.293, -0.706], [3.927, -3.287, -2.583], [3.260, -1.651, -2.753], [5.989, -2.407, -1.656], [5.642, -1.217, -2.925], [4.669, 0.313, -1.326], [5.930, -0.433, -0.321], [3.743, -3.192, -0.175], [2.322, -2.231, -0.638]],
  "atomic_forces_ev_per_a": [[1.755, 1.114, -3.025], [-3.090, 0.145, -0.137], [3.437, -2.322, 2.421], [-2.861, 0.083, 1.052], [3.548, 0.354, 3.649], [0.519, -2.904, 2.407], [4.119, 2.286, 3.696], [0.152, 6.428, -4.372], [-2.224, -3.772, -0.195], [-3.662, -1.702, -2.873], [-0.067, -1.660, -0.214], [0.063, 2.203, -0.368], [-1.045, -1.588, -0.328], [0.866, 2.510, -0.646], [-0.588, 0.731, -1.369], [-0.749, -1.976, 0.193], [0.234, -0.533, -0.255], [-0.109, 0.720, -0.242], [-0.247, -0.329, 0.008], [-0.402, 0.142, -0.013], [0.596, -0.116, 0.424], [-0.136, -0.055, 0.092], [0.092, 0.085, 0.045], [-0.092, -0.099, -0.067], [0.009, 0.004, 0.167], [-0.053, 0.052, -0.105], [0.026, 0.092, 0.061], [0.055, -0.086, -0.048], [-0.070, 0.148, 0.051], [-0.482, -0.083, -0.446], [0.628, -0.152, -0.080], [0.036, 0.389, 0.193], [-0.052, -0.091, -0.265], [0.005, -0.179, 0.406], [-0.032, 0.125, 0.070], [0.032, -0.104, 0.029], [-0.045, 0.122, -0.067], [-0.035, -0.039, 0.140], [0.096, 0.053, -0.052], [-0.179, -0.001, 0.030], [-0.095, -0.046, -0.056], [0.046, 0.050, 0.088]],
  "lowdin_charge": [0.0834, -0.4331, 0.0615, 0.0999, 0.0112, -0.1108, 0.1056, 0.0673, -0.0025, 0.0896, 0.1341, 0.1401, 0.1797, 0.1655, 0.1757, 0.1964, -0.1695, -0.1648, -0.2265, -0.1712, -0.1910, 0.1208, 0.1207, 0.1245, 0.1247, 0.1170, 0.1104, 0.1262, 0.1091, -0.1796, -0.1760, -0.2025, -0.1546, -0.2111, 0.1190, 0.1122, 0.1210, 0.1197, 0.1094, 0.1212, 0.1194, 0.1077],
  "e_above_lowest_ev": 2.940,
  "energy_ha": -1013.94572,
  "homo_energy_ev": -11.48,
  "charge": 1,
  "spin_multiplicity": 1
}